Record 1
C3H5NO2 | ωB97M-V/def2-TZVPD

CARTESIAN COORDINATES (ANGSTROEM)
N 0.98664 0.97984 0.07021
C 1.65978 0.04188 -0.68989
O 1.35121 -1.11835 -0.80882
C -1.66561 -0.98091 0.38118
C -1.11888 0.22030 0.30675
O 0.06920 0.47739 0.98658
H 1.50792 1.75118 0.47037
H 2.47599 0.53151 -1.25768
H -1.15063 -1.78047 0.90857
H -2.60660 -1.19413 -0.11334
H -1.50903 1.07177 -0.25393

Orbital gap in hartree: 0.380
SMILES string: C=CONC=O
Net charge: 0
Largest force on an atom in eV/Å: 0.6

=====

Record 2
C4H10O | ωB97M-V/def2-TZVPD

CARTESIAN COORDINATES (ANGSTROEM)
C 1.04303 -1.13847 -1.58630
C -0.13658 -0.51103 -0.84062
C 0.26676 0.14809 0.47889
C -0.89074 0.89031 1.12284
O -0.42974 1.48351 2.32199
H 1.91408 -0.47380 -1.56594
H 1.34837 -2.08779 -1.13334
H 0.80127 -1.33393 -2.63778
H -0.61231 0.24799 -1.47778
H -0.90823 -1.27051 -0.65167
H 1.07866 0.86693 0.30654
H 0.64981 -0.59585 1.18963
H -1.26609 1.65450 0.42143
H -1.72074 0.19101 1.31810
H -1.16178 1.97747 2.70916

Orbital gap in hartree: 0.417
SMILES string: CCCCO
Net charge: 0
Largest force on an atom in eV/Å: 0.5

=====

> Which value of largest force on an atom does entry 1 give?

0.6 eV/Å